{
  "formula": "C5H15NO2",
  "method": "ωB97M-V with the def2-TZVPD basis set",
  "elements": ["C", "H", "H", "H", "N", "H", "H", "C", "H", "H", "H", "O", "C", "H", "O", "H", "H", "H", "C", "H", "H", "H", "C"],
  "positions_angstrom": [[-0.410689, 2.352774, 2.071168], [1.151283, 2.140056, 0.698411], [2.655221, -1.777331, 1.222195], [0.039770, 1.947701, 2.978578], [0.198706, 1.848514, 0.849112], [-0.341266, 3.431448, 2.080951], [-0.042852, -2.314584, 1.296156], [-0.500066, -0.115107, -2.990591], [-0.987665, 0.088874, 0.833153], [-1.463454, 2.095763, 2.064375], [-1.112906, -1.296159, -1.234802], [-0.942660, -2.257355, 0.935885], [-0.223468, -0.874464, -1.698353], [1.433959, -0.835336, 0.974072], [1.825681, -1.474728, 1.600902], [-1.185794, 0.708717, -2.820130], [1.236228, 0.655861, -1.049947], [-1.486699, -2.786172, 1.526705], [0.419163, 0.021877, -0.674656], [0.438235, -1.714716, -1.891155], [0.441855, 0.281163, -3.379279], [-0.941781, -0.774336, -3.730220], [-0.200801, 0.647539, 0.337469]],
  "forces_ev_per_angstrom": [[0.2, -0.3, -0.2], [-0.1, -0.1, -0.3], [-0.1, 0.1, -0.1], [0.0, 0.0, 0.1], [-0.4, 0.4, 1.0], [0.1, 0.3, 0.1], [0.0, 0.1, 0.0], [0.2, -0.2, 0.2], [-0.5, 0.6, 0.0], [-0.2, -0.1, 0.0], [-0.2, 0.0, -0.3], [-0.1, -0.2, 0.3], [0.3, -0.3, 0.9], [0.2, -0.2, -0.2], [-0.2, -0.1, 0.3], [-0.1, 0.2, 0.0], [0.2, -0.4, -0.3], [0.0, 0.0, 0.0], [0.3, 1.7, -0.8], [0.1, -0.3, -0.3], [-0.1, 0.0, -0.1], [0.0, -0.1, -0.2], [0.3, -1.1, -0.2]],
  "nbo_charge": [-0.40, 0.38, 0.47, 0.18, -0.61, 0.20, 0.50, -0.60, 0.22, 0.20, 0.23, -0.97, -0.42, 0.49, -0.99, 0.20, 0.17, 0.47, -0.35, 0.19, 0.20, 0.21, 0.02],
  "charge": 0,
  "relative_energy_kj_mol": 134.1,
  "orbital_gap_ha": 0.314,
  "smiles": "CC/C=C/NC.O.O",
  "homo_ev": -7.6825,
  "spin_multiplicity": 1,
  "e_tot_ha": -404.70400
}